# 1
A molecular structure, C52H64B3N5O29Y in a non-equilibrium geometry, computed with ωB97M-V/def2-TZVPD.

Element x y z (Å)
Y 3.789 -5.735 1.343
O 1.135 -5.643 -10.136
O 5.587 1.696 3.038
O 4.193 -1.754 7.095
O -2.762 3.632 3.162
O -0.892 5.154 1.620
O -0.228 -1.012 7.978
O 0.523 -2.842 9.260
O 1.474 -7.801 -7.342
O -2.274 -0.772 8.936
O 0.173 0.723 1.517
O 3.796 6.563 -3.798
O -1.293 1.198 -0.246
O -1.914 1.823 2.010
O -7.129 -4.042 -1.909
O 1.778 -6.116 -3.391
O 2.063 -8.426 -9.430
O 0.871 -2.888 6.881
O -1.220 -2.966 10.804
O -1.012 -0.708 -1.411
O 2.220 -1.414 8.170
O -0.301 -7.115 -5.961
O 0.533 5.772 6.685
O 2.788 -0.406 -7.397
O -1.090 -6.848 -3.880
O 0.781 -1.399 0.857
O 1.763 -6.012 -5.695
O 0.568 -5.641 -7.801
O -0.215 3.105 0.953
O 2.410 -3.278 5.237
N -7.186 0.270 5.189
N -0.152 -6.867 1.947
N 5.732 -2.324 -0.222
N -4.966 3.321 7.808
N -4.029 4.635 -5.490
C 4.983 2.732 2.348
C -1.937 -8.684 1.757
C 2.977 -1.981 7.272
C -8.433 -3.938 -2.525
C -4.072 4.270 -4.179
C 5.178 6.346 -3.677
C 1.239 -6.271 -4.484
C -7.142 0.380 3.866
C 5.535 -1.818 -1.470
C 0.177 -0.337 0.674
C 7.185 -0.142 -1.399
C -6.058 -3.693 -2.775
C -5.073 4.485 -6.239
C -6.794 -2.785 -3.746
C -7.097 -0.722 3.049
C 6.541 2.385 3.889
C 3.139 5.347 -3.849
C 1.337 -0.445 -7.542
C 7.107 3.463 3.006
C 1.316 0.293 -8.915
C -2.945 -7.719 1.918
C 2.713 6.001 7.359
C -0.674 -2.498 9.783
C 1.014 -6.171 -9.014
C 6.216 -0.780 -2.074
C -0.608 -8.179 1.636
C -2.574 -6.423 2.316
C 4.256 4.259 -3.742
C 2.473 -0.273 -9.688
C -6.192 3.712 -5.867
C -1.225 -6.072 2.371
C 5.416 4.969 -4.209
C -1.985 3.144 2.366
C -7.293 -0.930 5.720
C -1.105 -1.325 8.934
C 6.704 -1.616 0.421
C -0.836 0.001 -0.486
C 1.579 -7.622 -8.623
C -8.157 -3.426 -3.954
C -6.219 3.228 -4.585
C 1.999 7.358 7.523
C -5.149 3.519 -3.682
C 7.490 -0.608 -0.201
C 1.813 5.423 6.252
C -0.217 -6.779 -4.726
C 2.094 -2.907 6.361
C 6.143 3.683 1.995
C -7.297 -2.134 4.975
C -1.013 3.932 1.534
C 3.464 -0.643 -8.641
C 0.555 7.094 7.128
C -7.131 -2.009 3.603
B -0.778 1.721 1.068
B 0.867 -6.621 -6.694
B 0.908 -2.009 8.097
H 2.197 -1.195 -10.200
H 2.422 5.347 -3.028
H -9.048 -3.221 -1.982
H 0.981 -1.468 -7.660
H 4.708 2.146 1.472
H -4.922 4.933 -7.210
H -6.840 1.361 3.529
H -5.896 3.714 7.785
H 6.977 -1.820 1.445
H 2.047 4.359 6.197
H 6.239 2.749 4.871
H 5.758 4.695 1.868
H -3.374 -5.725 2.515
H -7.042 2.712 -4.111
H -0.954 -5.097 2.747
H 8.214 -0.092 0.412
H 0.346 0.114 -9.380
H 3.711 6.078 6.928
H -8.083 -4.219 -4.698
H 6.598 3.455 1.031
H 4.102 3.292 2.663
H -5.031 2.322 7.940
H 2.659 5.106 -4.798
H 2.077 7.713 8.551
H 7.722 0.665 -1.874
H -4.410 3.803 8.499
H 5.520 5.064 -5.290
H -5.187 3.146 -2.669
H 4.846 -2.331 -2.124
H -5.233 -3.185 -2.277
H 3.959 3.380 -4.313
H -2.131 -9.743 1.671
H -6.922 -1.852 -3.198
H 8.072 3.265 2.538
H -6.847 -0.726 1.999
H -3.242 4.429 -3.505
H -8.929 -2.728 -4.276
H -7.339 -0.899 6.798
H -6.970 3.660 -6.614
H 1.881 5.805 5.234
H -7.075 -2.950 3.075
H 2.888 0.447 -10.393
H 6.407 4.600 -3.945
H 0.668 0.075 -6.858
H 0.079 -8.981 1.409
H -0.127 7.224 7.968
H 2.728 5.321 8.211
H 4.322 0.029 -8.650
H -6.224 -2.604 -4.657
H 1.324 1.380 -8.833
H 5.829 7.058 -4.184
H -8.795 -4.962 -2.625
H -5.610 -4.566 -3.249
H -7.283 -2.996 5.626
H -4.548 3.587 6.927
H 3.984 -1.599 -8.710
H 7.314 1.687 4.210
H -3.964 -8.075 1.952
H 7.239 4.390 3.563
H 6.043 -0.525 -3.109
H 2.413 8.209 6.983
H 0.099 7.874 6.519
H 4.291 3.891 -2.717
H 5.432 6.405 -2.619

Values from the calculation:
LUMO level ... -9.6 eV
Total energy ... -4588.0964 Ha
Charge ... +1

Atom charges from the Mulliken analysis, given in e for atoms 1 to 2: 1.653 -0.511

---

# 2
A molecular structure, C52H64F8O44S8 in a non-equilibrium geometry, computed with ωB97M-V/def2-TZVPD.

Element x y z (Å)
S 2.184 3.805 -2.483
S -1.969 6.061 1.465
S -2.225 6.346 -3.533
S 0.944 -3.661 -7.468
S 3.324 -1.395 -2.292
S -3.911 -0.266 -2.398
S -1.133 -6.532 3.677
S 1.888 -2.133 5.829
F -0.321 2.940 -9.016
F -3.010 -2.828 4.328
F -1.707 3.272 2.413
F 5.547 -3.465 1.894
F 1.025 -4.251 -3.351
F -1.339 1.838 -2.037
F 7.378 -0.524 4.957
F 2.434 4.532 4.171
O -0.744 5.610 0.473
O 2.835 -0.906 -3.527
O -4.108 1.077 -2.729
O -2.851 5.741 -2.075
O -2.462 5.006 -4.482
O -2.932 -1.031 -3.029
O 4.660 -2.429 -2.616
O -1.346 -0.118 1.858
O -3.051 7.381 -3.959
O -3.745 -0.475 -0.798
O 2.275 5.151 -2.037
O 0.329 -3.689 -8.708
O 2.319 -2.510 -1.577
O -5.710 3.663 4.176
O -1.355 -5.473 2.841
O -1.857 -6.174 5.141
O 0.067 -0.473 0.096
O -0.079 -2.840 -6.429
O -1.189 1.403 0.139
O -3.515 3.371 3.807
O 3.116 -1.846 5.156
O 1.767 -3.196 6.740
O 2.602 2.966 -1.166
O -3.122 5.381 1.019
O 0.378 -6.397 4.256
O 3.519 3.581 -3.338
O 1.165 3.730 2.464
O 3.742 -0.439 -1.346
O -5.022 2.665 2.286
O -4.700 -2.772 2.911
O 2.112 -2.448 -7.560
O 0.996 3.277 -3.002
O -4.381 -4.958 2.648
O -1.998 7.611 1.023
O -1.515 6.018 2.790
O -0.847 6.540 -3.311
O 1.350 -0.773 6.573
O 0.596 -2.217 4.756
O 0.276 2.305 3.933
O -5.367 -0.995 -2.582
O -1.462 -7.850 3.439
O 1.476 -4.777 -6.774
O 1.071 1.533 2.001
O -5.134 -3.756 0.933
C -0.006 6.783 0.070
C 2.181 -1.813 -6.333
C -2.532 0.891 -7.032
C -2.935 -4.667 -2.591
C 4.903 1.162 3.086
C -1.961 1.477 -8.162
C 6.821 0.460 4.272
C 3.835 -1.815 1.653
C 4.641 -3.298 -1.467
C -4.312 -3.180 4.152
C -2.452 -5.067 -3.832
C -1.026 -5.183 5.763
C -4.468 -4.654 4.101
C 0.191 3.647 4.543
C 1.980 -3.826 2.369
C 0.138 -0.912 4.442
C 0.895 2.458 2.704
C 0.425 0.341 -1.078
C 4.239 2.570 -2.675
C 4.226 -3.122 1.964
C -0.734 -4.092 -1.761
C -0.833 2.263 -7.985
C -2.173 3.944 -3.553
C -4.752 -3.839 2.028
C 4.017 2.792 -1.228
C 1.103 4.462 3.669
C -1.879 0.998 -5.827
C -2.947 4.305 -2.297
C -2.117 -4.203 -1.607
C -4.870 3.285 3.457
C -0.273 -4.509 -3.026
C 3.166 -3.618 -1.213
C 7.531 1.636 4.002
C 1.568 -2.574 1.942
C -1.088 -5.075 -4.059
C 0.695 -1.797 -5.767
C 0.138 -0.359 5.894
C -0.431 1.680 -1.014
C -0.884 0.195 0.763
C -5.031 -0.606 -0.260
C 6.905 2.641 3.307
C -2.810 2.586 2.840
C -0.095 2.287 -6.792
C 5.563 0.163 3.832
C 5.567 2.373 2.843
C -3.745 2.418 1.649
C 2.440 -1.537 1.665
C 0.341 -5.690 5.530
C -0.658 1.634 -5.714
C -1.076 7.842 -0.024
C 3.334 -4.112 2.355
C -5.918 -1.311 -1.269
H -0.643 -0.858 6.466
H -5.457 -4.998 4.397
H -4.007 -4.792 -2.396
H -3.691 -5.202 4.615
H 1.117 -4.939 5.473
H 5.140 -2.917 -0.545
H -2.527 3.768 -1.434
H -1.226 -5.101 6.840
H -1.105 3.871 -3.372
H 0.386 6.518 -0.925
H 0.813 7.029 0.788
H 0.156 0.728 6.034
H -5.376 0.417 0.003
H 1.506 0.487 -0.936
H 5.312 2.671 -2.861
H 4.250 1.855 -0.716
H -0.101 -3.759 -0.930
H 3.948 1.672 -3.141
H 2.029 -0.591 1.390
H 0.617 -6.309 6.377
H 5.180 -4.201 -1.714
H 4.560 -1.107 1.338
H 1.343 -4.610 2.796
H 2.582 -0.830 -6.555
H 3.061 -3.766 -0.135
H -4.902 -1.220 0.653
H -6.972 -0.959 -1.268
H 0.615 3.452 5.524
H 0.854 2.788 -6.799
H 3.709 -5.126 2.554
H -4.829 -2.688 4.966
H -2.456 1.378 -9.108
H 2.874 -2.324 -5.672
H 2.816 -4.521 -1.726
H -0.824 -0.970 3.956
H -1.149 -4.241 5.226
H -3.610 3.209 0.880
H 0.687 5.448 3.590
H 0.807 -0.305 3.802
H 0.198 -0.283 -1.936
H -2.511 1.680 3.437
H -3.038 -5.375 -4.679
H 5.045 3.128 2.321
H 5.144 -0.835 4.047
H -4.009 4.097 -2.429
H 3.884 0.992 2.731
H 0.036 2.607 -0.757
H 0.200 -0.858 -5.976
H -5.908 -2.421 -1.187
H -0.128 1.673 -4.758
H -1.610 7.825 -0.956
H -2.561 -4.029 -0.638
H -0.856 3.996 4.512
H 4.614 3.675 -0.934
H 0.650 -1.991 -4.683
H 7.411 3.590 3.034
H -3.489 0.348 -7.159
H -2.462 3.005 -4.046
H -2.247 0.597 -4.903
H -0.568 8.779 0.121
H 8.538 1.648 4.448
H -3.769 1.422 1.196
H 0.479 -2.380 1.817
H -0.632 -5.495 -4.956

Values from the calculation:
LUMO level ... 0.0 eV
Total energy ... -9314.6809 Ha
Charge ... 0

Atom charges from the Mulliken analysis, given in e for atoms 1 to 2: 1.265 1.208

---

# 3
A molecular structure, C52H64N5O33PY in a non-equilibrium geometry, computed with ωB97M-V/def2-TZVPD.

Element x y z (Å)
Y -0.107 -2.665 0.635
P 0.287 -0.179 -0.029
O 0.692 6.373 -5.028
O 2.056 -3.404 1.062
O 5.724 1.235 -1.200
O -3.046 0.206 -6.587
O 0.539 1.224 -0.510
O 0.060 -2.998 3.016
O -0.532 5.959 0.773
O 2.452 1.866 -2.465
O 1.962 -1.786 -3.079
O 0.866 -0.790 1.256
O 1.766 4.148 -1.078
O 2.035 2.388 1.387
O 3.385 4.361 2.686
O -1.656 -3.366 -0.924
O 5.828 -0.573 2.297
O -4.783 1.799 2.833
O 0.729 -1.354 -0.916
O 6.784 0.602 4.565
O -1.909 4.043 -4.068
O 0.095 -4.078 -6.816
O -1.188 2.481 -1.926
O 2.276 1.859 5.692
O -1.525 -1.278 -4.762
O 7.404 2.958 0.265
O 1.366 0.157 3.562
O 0.841 3.712 -6.441
O -0.465 -6.343 -5.306
O -7.187 2.714 -1.326
O -1.196 -0.698 0.178
O 0.962 -4.034 -1.438
O -2.352 -2.763 1.747
O -5.139 1.738 -2.560
O -2.795 0.788 1.365
N -3.658 -3.204 -1.960
N -0.454 -4.014 4.955
N -4.421 -2.703 2.663
N 4.229 -3.646 0.653
N -0.757 3.250 0.874
C 1.261 -2.916 -3.543
C 0.229 -3.132 4.227
C -1.530 -4.786 4.454
C 0.925 -4.072 -2.672
C -5.082 -2.230 3.815
C -5.142 -3.695 1.850
C 5.509 -4.199 1.097
C -1.341 0.502 -3.317
C -3.199 -2.264 2.512
C -3.876 1.213 0.682
C 6.063 2.923 0.523
C -3.890 1.151 -0.668
C -0.282 5.372 2.006
C 5.047 -0.174 3.118
C 3.349 2.621 1.054
C -1.716 -0.102 -4.597
C 1.289 5.289 -3.117
C -1.433 1.866 -3.125
C 1.953 2.902 -4.515
C 3.601 -0.311 2.959
C -0.507 3.044 3.322
C -2.396 2.186 -5.351
C 1.002 -3.015 -4.913
C 0.441 6.970 0.395
C 4.600 1.116 5.217
C -4.391 -3.437 -3.187
C 3.094 -3.941 1.294
C -6.190 2.217 -0.546
C -3.964 -1.888 -1.423
C 0.234 -5.178 -3.344
C 2.739 0.306 3.803
C -6.094 2.236 0.801
C 0.363 -4.111 -5.623
C 3.092 1.158 5.040
C -4.953 1.672 1.582
C -5.028 1.714 -1.372
C 4.354 -2.527 -0.296
C 5.431 0.549 4.305
C 3.980 1.781 0.169
C 1.651 4.126 -2.324
C -1.835 2.822 -4.179
C 1.362 3.968 -5.296
C 1.159 5.179 -4.477
C -0.063 -4.427 6.307
C 5.332 1.882 -0.164
C -2.533 -3.914 -1.635
C -0.985 3.983 2.159
C 4.009 3.726 1.861
C 5.434 3.683 1.481
C -2.400 0.852 -5.568
C 1.933 2.915 -3.171
C 0.017 -5.234 -4.705
H 0.145 7.375 -0.573
H 0.390 -5.371 6.002
H 0.785 5.180 2.121
H -2.296 0.233 0.762
H 4.727 -1.605 0.150
H -1.030 2.286 1.002
H 2.301 2.025 -5.041
H 6.229 -3.403 1.291
H -3.064 2.775 -5.961
H 1.015 -2.642 4.823
H 0.620 -3.715 6.770
H 4.948 -2.955 -1.104
H 0.002 -6.108 -2.847
H -5.433 -3.152 -3.037
H -2.387 -4.600 5.102
H 1.656 1.701 0.834
H -2.041 4.237 2.059
H 5.502 -4.700 2.065
H -2.443 -4.913 -2.090
H -4.546 -3.874 0.956
H 3.478 -2.136 -0.813
H -0.846 -4.591 7.048
H 3.258 -4.807 1.954
H -0.725 -6.153 -6.210
H -5.997 -1.689 3.574
H -0.527 1.983 -1.439
H -0.625 5.989 2.837
H -3.012 0.829 -1.209
H -1.202 -0.090 -2.425
H -5.020 -1.853 -1.155
H 3.289 -0.869 2.089
H -6.085 -3.379 1.404
H 0.228 6.030 -5.796
H 0.678 7.787 1.076
H -4.403 -4.517 -3.333
H -0.431 3.628 4.239
H 5.970 -4.960 0.467
H -3.413 -1.470 -0.580
H -1.387 -5.861 4.564
H 7.263 0.231 3.819
H 1.390 6.531 0.085
H 3.281 1.046 -0.203
H 1.662 -1.576 -2.191
H 7.667 2.156 -0.193
H 1.213 6.285 -2.708
H -5.379 -3.153 4.312
H -3.820 -1.115 -2.179
H 1.357 -2.226 -5.559
H -7.026 2.543 1.253
H -2.941 -1.387 3.125
H -7.112 2.214 -2.142
H -1.178 3.781 0.125
H 5.052 1.622 6.058
H -3.971 -2.908 -4.042
H -1.772 -4.407 3.462
H 0.512 2.689 3.170
H -5.377 -4.578 2.445
H -2.401 -0.502 -6.664
H 0.236 3.171 0.709
H -1.153 2.181 3.483
H 1.758 1.662 -1.835
H 6.018 4.467 1.941
H 1.191 -0.128 2.662
H -4.565 -1.596 4.534

Values from the calculation:
LUMO level (alpha / beta) ... -1.9 / -1.9 eV
Total energy ... -5156.3654 Ha
Multiplicity ... 2
Charge ... 0

Atom charges from the Mulliken analysis, given in e for atoms 1 to 2: 0.680 -0.206